1.
{"formula": "C13H26I2NOP2Sc", "method": "ωB97M-V with the def2-TZVPD basis set", "symbols": ["H", "H", "C", "H", "H", "H", "N", "C", "C", "H", "H", "H", "O", "I", "H", "H", "H", "H", "C", "H", "H", "H", "C", "C", "H", "C", "H", "Sc", "H", "P", "C", "C", "H", "H", "P", "C", "C", "H", "H", "H", "H", "C", "I", "H", "H", "C"], "xyz": [[3.063, 1.052, 4.085], [-3.135, 0.803, -2.147], [3.384, -0.076, -1.508], [4.210, 1.455, 0.896], [-2.633, 0.126, 2.643], [2.657, 0.107, 2.648], [0.010, 0.132, 3.328], [3.118, -1.500, 0.847], [0.710, 0.171, 5.500], [-3.059, -0.712, 4.137], [3.144, -0.987, -2.066], [-2.941, -2.344, 0.192], [0.002, -0.078, -2.277], [0.001, 1.346, -5.995], [3.071, -0.739, 4.142], [2.922, -2.363, 0.193], [4.200, -1.416, 1.010], [-2.936, 2.363, -0.010], [2.541, 0.142, 3.737], [3.147, 0.787, -2.141], [-4.463, -0.048, -1.304], [-3.139, -0.971, -2.072], [0.002, -0.032, -1.103], [1.138, 0.147, 4.162], [-4.207, 1.478, 0.882], [-3.131, -1.478, 0.845], [-3.034, 1.080, 4.075], [0.002, 0.102, 1.100], [-2.643, 1.871, 1.649], [2.412, -0.009, 0.034], [3.130, 1.539, 0.722], [-1.114, 0.156, 4.163], [-2.650, -1.709, 1.804], [2.948, 2.346, -0.003], [-2.411, 0.005, 0.031], [-3.125, 1.557, 0.714], [-0.690, 0.177, 5.495], [4.468, -0.069, -1.292], [1.348, 0.183, 6.370], [2.632, -1.728, 1.804], [-1.329, 0.193, 6.371], [-2.521, 0.163, 3.731], [0.001, -1.357, -5.994], [2.644, 1.855, 1.655], [-4.213, -1.385, 1.004], [-3.378, -0.059, -1.515]], "de_lowest_kcal_mol": 55.75, "charge": 2, "homo_lumo_gap_ev": 3.756, "multiplicity": 1}

=====

2.
{"formula": "C13H26I2O3S", "method": "ωB97M-V with the def2-TZVPD basis set", "symbols": ["I", "H", "H", "C", "H", "H", "H", "H", "H", "H", "C", "C", "C", "C", "H", "C", "H", "H", "H", "H", "H", "H", "O", "S", "C", "H", "C", "C", "O", "H", "C", "I", "C", "C", "H", "C", "H", "H", "H", "H", "H", "H", "H", "H", "O"], "xyz": [[2.291, -2.505, 1.476], [-1.639, 2.303, -2.440], [-1.053, -1.895, -3.023], [-1.979, -0.984, -5.482], [4.220, -1.645, 3.634], [0.564, -0.267, 0.613], [1.143, 1.977, 2.012], [-2.647, -0.176, -5.177], [0.568, 1.736, -1.418], [-0.778, -1.499, 2.459], [0.461, 1.886, -2.495], [3.270, -1.669, 4.194], [-0.025, 0.277, 1.378], [-1.178, -0.591, 1.972], [-0.520, 1.103, 0.818], [-0.631, -0.929, -3.320], [0.731, 2.920, -2.719], [0.037, -1.657, -5.221], [-2.487, 0.085, -2.889], [-1.900, -0.950, -6.570], [-3.109, 0.354, 2.419], [-0.134, 0.083, -5.172], [-1.660, 1.456, 3.388], [-0.098, 1.331, 3.940], [-0.968, 1.601, -2.944], [-1.063, 1.804, -4.015], [-2.146, 0.182, 2.937], [-1.429, 0.178, -2.628], [-0.058, 0.235, 4.934], [1.116, -1.450, 3.671], [-0.601, -0.851, -4.847], [3.472, 1.567, 3.959], [0.891, 0.987, 2.446], [2.104, -1.208, 3.253], [3.285, -1.124, 5.151], [2.248, 0.265, 2.723], [0.398, -0.926, -2.947], [-1.789, -0.950, 1.115], [-2.443, -1.935, -5.209], [3.065, -2.734, 4.437], [1.181, 1.242, -3.003], [-1.373, 0.020, -1.544], [-2.346, -0.468, 3.807], [2.764, 0.208, 1.745], [0.242, 2.615, 4.582]], "smiles": "C[C@H](I)[C@H](I)[C@H]1CCCOS1(=O)=O.CCCCCC", "homo_lumo_gap_ev": 9.411, "multiplicity": 1}

=====

3.
{"formula": "C13H26N2O", "method": "ωB97M-V with the def2-TZVPD basis set", "symbols": ["H", "H", "C", "C", "H", "H", "N", "H", "H", "H", "H", "H", "H", "C", "H", "H", "H", "H", "N", "C", "H", "C", "H", "C", "H", "C", "O", "C", "H", "H", "C", "H", "C", "C", "H", "H", "H", "C", "H", "H", "C", "H"], "xyz": [[-1.369, -4.001, -0.547], [1.291, -1.118, 1.425], [-0.393, 2.537, -0.513], [2.318, -0.765, 1.547], [-1.621, -2.332, 1.296], [-1.089, 0.601, -1.110], [0.523, 2.077, 0.503], [-2.747, -1.292, -1.349], [0.189, -3.323, -0.074], [-0.804, 3.498, -0.192], [4.253, -1.130, 0.687], [-2.125, 1.929, -1.635], [3.394, 1.080, 1.266], [-3.701, -0.700, 0.483], [1.973, 1.229, 2.304], [3.470, -1.918, -1.528], [2.638, -1.024, 2.560], [1.792, -1.645, -1.048], [1.789, 0.966, -1.018], [1.554, 1.235, 0.202], [0.192, 2.088, 1.453], [2.357, 0.758, 1.395], [-3.418, -2.627, -0.415], [-1.490, -2.001, 0.262], [-4.761, -0.945, 0.368], [-2.455, 1.362, 0.400], [-3.631, 0.647, 0.080], [-2.861, -1.691, -0.339], [-0.870, -1.103, 0.274], [2.928, 0.155, -2.487], [2.913, 0.150, -1.392], [-0.605, -2.770, -1.552], [-1.527, 1.550, -0.805], [-0.773, -3.091, -0.526], [-1.928, 0.872, 1.229], [3.859, 0.589, -1.041], [-3.442, -0.791, 1.550], [2.818, -1.301, -0.904], [0.200, 2.673, -1.418], [3.220, -2.555, 0.788], [3.227, -1.487, 0.555], [-2.788, 2.351, 0.742]], "de_lowest_kcal_mol": 22.72, "smiles": "CCCCOCCCNC1=NCCCCC1", "homo_lumo_gap_ev": 9.290, "multiplicity": 1}

=====

4.
{"formula": "C13H26NO2", "method": "ωB97M-V with the def2-TZVPD basis set", "symbols": ["H", "H", "H", "H", "H", "H", "H", "C", "H", "H", "C", "C", "C", "H", "H", "C", "H", "H", "H", "H", "N", "C", "H", "H", "H", "C", "H", "C", "H", "H", "C", "O", "C", "C", "H", "H", "O", "H", "C", "H", "C", "H"], "xyz": [[0.697, 4.203, -0.382], [1.911, 0.594, 1.196], [1.059, -1.894, 1.178], [-0.518, -0.662, -3.413], [2.776, 2.601, -1.558], [0.182, -0.915, 2.320], [0.491, 1.409, 1.777], [0.161, -0.172, 0.320], [3.221, 1.236, -0.543], [-2.953, -4.368, 3.524], [-3.076, -2.542, 2.376], [0.563, 0.548, -2.050], [0.834, -0.540, -1.003], [-2.747, -1.363, 0.596], [-1.510, -0.115, -2.091], [2.715, 2.195, -0.553], [-2.078, -4.396, 1.967], [-3.375, -1.983, 3.258], [-1.067, 0.994, -3.424], [1.741, -0.494, -3.475], [0.404, 1.877, -1.394], [-0.734, 0.193, -2.779], [-0.835, 0.190, 0.073], [2.645, 0.777, -2.707], [0.486, -1.495, -1.380], [0.141, -1.327, 1.302], [-3.999, -2.785, 1.865], [0.814, 3.469, 0.404], [-0.120, 3.354, 0.936], [-1.422, -3.503, 3.304], [-2.348, -3.801, 2.829], [-0.807, 2.296, -1.288], [-2.209, -1.609, 1.508], [1.226, 2.096, -0.177], [1.901, -0.584, -0.790], [3.214, 2.908, 0.085], [-0.957, -2.192, 1.176], [-2.037, -0.676, 2.042], [0.952, 1.010, 0.881], [1.435, 1.168, -3.940], [1.668, 0.520, -3.102], [1.553, 3.776, 1.132]], "de_lowest_kcal_mol": 10.21, "homo_lumo_gap_ev": [9.055, 9.989], "multiplicity": 2}

=====

5.
{"formula": "C13H26NO5", "method": "ωB97M-V with the def2-TZVPD basis set", "symbols": ["C", "C", "H", "H", "H", "C", "C", "H", "O", "C", "C", "O", "H", "H", "C", "O", "H", "H", "C", "O", "H", "C", "H", "C", "H", "C", "H", "H", "H", "H", "H", "C", "C", "H", "H", "H", "H", "H", "N", "H", "H", "H", "H", "O", "H"], "xyz": [[-0.854, -0.021, 1.050], [2.684, 0.093, -0.490], [0.204, -2.233, -0.940], [-2.286, 2.091, 2.984], [-1.735, 4.755, 3.062], [-0.094, 1.771, 2.895], [-1.873, -2.918, -1.633], [-3.349, -2.953, -3.376], [4.639, -1.082, -0.429], [-0.084, 0.153, 2.511], [-2.205, -2.652, -3.212], [2.510, -1.139, -1.163], [-1.875, 0.595, 1.002], [-0.918, -0.743, -1.387], [-1.555, -1.178, -5.048], [3.795, -3.027, -1.289], [-2.868, -3.100, -1.010], [1.173, 4.190, 3.694], [-1.258, -1.585, 0.704], [0.889, 2.650, 2.179], [0.489, 4.898, 1.960], [0.528, 3.993, 2.732], [-1.291, -3.960, -1.581], [-0.904, -1.813, -0.915], [-0.744, -2.380, 1.393], [3.660, -1.853, -0.987], [-2.444, -1.680, 0.769], [-1.585, -3.326, -3.941], [-2.108, -1.972, -5.721], [-0.386, -1.328, -5.121], [1.065, -0.125, 2.372], [-1.006, 3.874, 3.387], [4.169, 0.253, -0.443], [-0.113, 0.456, 0.249], [2.239, 0.017, 0.508], [-0.545, -0.502, 3.368], [4.564, 0.757, -1.331], [-1.757, -0.065, -5.431], [-1.379, 2.551, 2.703], [4.502, 0.790, 0.449], [0.406, 1.751, 3.976], [-1.374, 2.801, 1.679], [-1.042, 3.547, 4.522], [-2.079, -1.259, -3.662], [2.195, 0.905, -1.036]], "de_lowest_kcal_mol": 127.41, "charge": 1, "homo_lumo_gap_ev": 8.054, "multiplicity": 1}